{
  "formula": "C2H7FN4",
  "method": "wB97M-V/def2-TZVPD",
  "elements": ["F", "N", "N", "N", "N", "C", "C", "H", "H", "H", "H", "H", "H", "H"],
  "coordinates": [[-4.16439, 1.44103, 2.09835], [-0.36329, -1.04747, 1.15841], [0.34084, -0.91620, 0.26861], [1.50785, -0.22171, -1.56460], [1.23683, -1.03019, -0.48347], [-3.28528, 0.38159, 1.91800], [2.84631, 0.33129, -1.57344], [-2.66766, 0.59339, 0.97061], [3.05355, 0.49741, -2.58123], [3.04397, 1.24354, -1.03683], [-3.85757, -0.50698, 1.81092], [-2.54640, 0.51013, 2.84281], [3.53292, -0.51270, -1.30681], [1.32233, -0.76315, -2.52133]],
  "forces_ev_per_a": [[-0.5, 0.2, -0.2], [-3.2, -1.7, 4.9], [-2.4, 3.3, -2.6], [-1.4, -0.9, -2.6], [6.4, -1.7, -1.7], [3.1, 2.4, 0.6], [0.9, -2.4, 0.3], [-0.9, -0.5, 1.4], [0.4, 0.6, -1.8], [-0.5, 0.0, 0.6], [-0.1, -0.9, 0.3], [-1.5, -1.2, -2.0], [-0.2, 0.9, 0.3], [-0.1, 1.7, 2.6]],
  "spin_multiplicity": 3,
  "de_lowest_ev": 0.000,
  "largest_force_ev_per_a": 6.8,
  "homo_energy_ev": [-5.791, -9.512],
  "lumo_ev": [0.77, -2.50],
  "total_energy_ev": -10857.3427
}

---

{
  "formula": "C30H45BrN2P2ReS",
  "method": "wB97M-V/def2-TZVPD",
  "elements": ["Re", "Br", "S", "P", "P", "N", "N", "C", "C", "C", "C", "C", "C", "C", "C", "C", "C", "C", "C", "C", "C", "C", "C", "C", "C", "C", "C", "C", "C", "C", "C", "C", "C", "C", "C", "C", "C", "H", "H", "H", "H", "H", "H", "H", "H", "H", "H", "H", "H", "H", "H", "H", "H", "H", "H", "H", "H", "H", "H", "H", "H", "H", "H", "H", "H", "H", "H", "H", "H", "H", "H", "H", "H", "H", "H", "H", "H", "H", "H", "H", "H", "H"],
  "coordinates": [[-0.62707, 0.40405, -0.22804], [1.87837, 0.09246, -0.30759], [-1.97274, 0.40716, 1.64479], [-0.83458, -1.64575, -1.12011], [5.45162, -0.76111, -1.06362], [-6.73939, 5.15484, -6.20704], [-1.16247, -1.21754, 3.58271], [-3.63656, -1.75121, -1.03685], [-1.60002, -4.21424, 0.08900], [-0.93909, 2.29793, -1.00782], [-5.82849, 4.85716, -4.01239], [-2.43635, -1.95763, -1.95844], [-2.20501, 2.07799, -1.69946], [6.27873, 1.88208, -1.23103], [-0.05909, -2.16074, -3.84033], [-5.47191, 3.16361, -5.69056], [-0.99407, 1.33067, -3.73688], [-0.97470, 0.03856, 3.04855], [-2.18476, 1.72149, -3.07121], [-6.55196, 5.58498, -4.95672], [-6.20800, 3.99091, -6.56667], [-0.48295, -1.64143, 4.69382], [4.56702, -1.81846, 0.13931], [0.48463, -0.82649, 5.23916], [-4.28587, 2.98079, -3.46218], [0.23673, 1.31474, -3.05592], [0.02838, 0.84607, 3.56058], [-5.21633, 3.63623, -4.37809], [0.74294, 0.42342, 4.67840], [4.65525, -1.18776, -2.66677], [5.43569, -2.34119, -3.32733], [5.35966, -1.98157, 1.43127], [-3.38732, 2.01673, -3.83118], [0.08836, 1.52386, -1.70574], [0.33295, -2.34291, -2.37927], [-0.66398, -2.99776, 0.14858], [5.08205, 1.01730, -0.79909], [5.28912, -3.28145, -2.78081], [-0.33283, -1.11988, -4.07138], [6.12672, 2.92304, -0.91637], [0.26822, 1.77510, 3.03843], [-3.34384, -1.53442, -0.00055], [-3.11941, 2.47851, -1.26612], [1.21462, 1.07883, -3.47638], [6.51120, -2.11322, -3.33037], [4.86508, -2.70320, 2.09521], [-7.00637, 6.55044, -4.70484], [3.59250, -1.43838, -2.51310], [6.35616, -2.37061, 1.21414], [-2.40686, -2.96672, -2.38843], [-2.47800, -1.24860, -2.80523], [-0.71608, -2.52440, 1.14448], [0.78864, -2.44668, -4.48184], [-1.85259, -1.83402, 3.15578], [-4.28902, 3.40716, -2.46309], [7.21179, 1.52478, -0.77609], [-1.59795, -4.70418, -0.89026], [4.68825, -0.28709, -3.29987], [4.17066, 1.29684, -1.34407], [-0.72062, 3.19741, -0.42865], [0.45162, -3.41196, -2.14072], [-0.91114, -2.80346, -4.11216], [-6.37925, 3.68393, -7.60732], [5.47295, -1.02918, 1.95867], [-3.42499, 1.56760, -4.82395], [-2.63400, -3.96453, 0.34627], [6.40296, 1.86775, -2.31913], [-1.05600, 1.16112, -4.81621], [1.49898, 1.06651, 5.12006], [-5.71811, 5.28950, -3.02091], [-4.26833, -2.65093, -1.01314], [-1.25314, -4.95724, 0.81588], [-4.25239, -0.90744, -1.37504], [-0.73304, -2.62844, 5.08235], [4.86763, 1.15325, 0.26722], [1.30890, -1.87370, -2.16681], [1.05039, -1.17656, 6.09468], [5.11709, -2.48697, -4.36867], [0.37778, -3.33440, 0.04445], [4.41454, -2.79047, -0.34918], [3.56851, -1.40271, 0.33196], [-5.08611, 2.20270, -6.04521]],
  "forces_ev_per_a": [[4.0, 2.0, 2.5], [-0.9, -0.3, 0.9], [-0.8, 0.3, 0.6], [-1.1, -3.9, -3.1], [-2.9, 0.3, -0.6], [0.1, -0.5, -0.4], [0.5, 0.8, 0.9], [-0.5, 0.0, 0.3], [-0.2, 0.1, -0.2], [-1.1, -0.5, -2.0], [-0.5, 0.9, 0.0], [0.0, 0.5, -0.1], [0.9, 1.0, -0.6], [0.2, 0.3, 0.0], [-0.1, 0.0, -0.4], [-0.2, 0.3, -1.4], [1.4, 0.8, -0.4], [0.7, -1.3, -0.1], [-0.8, 0.3, 1.7], [0.4, 0.0, 1.2], [0.4, -1.0, -0.2], [-0.3, 0.2, -0.8], [0.8, -0.5, 0.3], [0.0, 0.0, 0.2], [-1.7, 1.1, -0.9], [-0.9, 0.2, -1.6], [-0.2, 0.1, -0.3], [0.7, -0.6, 1.1], [-0.1, -0.2, 0.0], [1.0, 0.1, -0.5], [0.0, -0.1, -0.2], [0.1, -0.2, 0.4], [0.7, -0.6, -0.7], [-2.2, 0.0, 1.1], [0.7, 0.5, 0.1], [0.4, 0.6, 1.1], [0.8, 0.2, 0.6], [0.1, 0.2, -0.2], [0.2, -0.4, 0.0], [0.0, -0.3, -0.1], [-0.2, -0.2, 0.4], [-0.1, -0.1, -0.2], [0.3, -0.1, 0.0], [-0.4, -0.2, -0.2], [-0.3, -0.1, -0.1], [0.1, 0.3, -0.1], [0.2, -0.4, 0.0], [0.4, 0.1, 0.3], [-0.1, 0.0, 0.1], [0.1, 0.2, 0.2], [0.1, -0.4, 0.2], [0.0, -0.3, -0.2], [-0.3, 0.1, 0.2], [0.0, 0.2, 0.2], [0.2, 0.0, -0.2], [-0.2, 0.2, -0.1], [0.0, 0.1, 0.1], [0.1, -0.2, 0.2], [0.2, -0.4, -0.1], [-0.1, -0.4, 0.5], [-0.2, 0.3, 0.0], [0.4, 0.3, 0.1], [0.1, 0.1, 0.5], [0.0, -0.2, 0.0], [-0.1, 0.2, 0.1], [0.2, 0.0, -0.1], [0.0, 0.0, 0.2], [0.3, -0.2, 0.4], [0.0, -0.1, -0.1], [0.1, -0.2, -0.1], [0.1, 0.4, 0.0], [0.0, 0.2, -0.1], [0.1, -0.3, 0.1], [0.0, 0.3, -0.2], [0.2, -0.1, -0.1], [-0.3, -0.2, -0.2], [-0.1, 0.0, 0.0], [0.1, 0.0, 0.4], [-0.2, 0.2, 0.0], [0.1, 0.2, 0.0], [0.5, 0.1, -0.2], [-0.3, 0.4, 0.1]],
  "total_charge": 4,
  "spin_multiplicity": 4,
  "de_lowest_ev": 2.080,
  "largest_force_ev_per_a": 5.1,
  "homo_energy_ev": [-18.370, -18.750],
  "lumo_ev": [-12.70, -13.85],
  "total_energy_ev": -136361.0242
}

---

{
  "formula": "C19H17CaN9S",
  "method": "wB97M-V/def2-TZVPD",
  "elements": ["Ca", "S", "N", "N", "N", "N", "N", "N", "N", "N", "N", "C", "C", "C", "C", "C", "C", "C", "C", "C", "C", "C", "C", "C", "C", "C", "C", "C", "C", "C", "H", "H", "H", "H", "H", "H", "H", "H", "H", "H", "H", "H", "H", "H", "H", "H", "H"],
  "coordinates": [[-0.12772, 0.74572, 0.47535], [0.42643, 1.73650, 3.00589], [0.92522, -3.16772, 3.69817], [0.79305, 1.33806, -1.77681], [1.19404, 4.18295, 3.57008], [2.15615, 2.22843, -4.01905], [-0.79143, 3.32207, 0.71465], [8.87828, -1.43839, 0.35155], [0.06830, 4.00903, 1.60073], [1.95284, -0.26897, 0.03955], [0.16864, -1.37475, 1.72601], [-0.72786, -1.95638, 2.51862], [8.24425, -1.42691, -0.81504], [0.17742, 2.01555, -2.74456], [6.13807, -0.99244, 0.21663], [1.46048, -1.69976, 1.90181], [4.68118, -0.75202, 0.14704], [4.13708, 0.05996, -0.84701], [2.76950, 1.54565, -3.06328], [-0.34815, -2.86374, 3.50071], [6.88077, -1.20181, -0.94015], [2.76954, 0.26688, -0.87577], [2.45543, -1.07673, 0.98200], [8.16410, -1.23413, 1.45216], [2.10196, 1.08001, -1.93325], [3.81350, -1.33822, 1.06544], [6.79420, -1.01443, 1.44266], [0.85927, 2.45598, -3.87081], [0.56280, 3.39634, 2.71088], [1.81993, -2.59183, 2.90654], [-0.69023, 3.77744, -0.18878], [-1.77045, -1.69954, 2.37472], [1.29214, 5.17875, 3.44468], [-1.75632, 3.46551, 1.01621], [-1.08093, -3.34219, 4.13766], [0.35447, 2.99833, -4.65989], [-0.04558, 5.01445, 1.63083], [-0.88402, 2.20488, -2.63078], [8.85251, -1.60888, -1.69276], [8.71172, -1.24409, 2.38684], [1.59163, 3.77044, 4.39901], [6.26000, -0.83577, 2.36673], [2.85183, -2.86059, 3.08690], [3.82371, 1.35766, -3.21540], [4.79399, 0.52634, -1.56556], [4.21466, -2.00485, 1.81330], [6.40807, -1.22538, -1.91330]],
  "forces_ev_per_a": [[-0.1, 0.0, 0.0], [0.0, 0.0, -0.1], [0.0, 0.0, 0.0], [0.0, 0.1, 0.1], [0.0, 0.0, 0.1], [0.0, 0.0, 0.0], [0.0, 0.0, 0.0], [0.0, 0.0, 0.0], [0.0, 0.0, 0.1], [0.1, 0.0, 0.0], [0.0, 0.1, 0.0], [0.0, 0.0, 0.0], [0.0, 0.0, -0.1], [0.0, 0.0, -0.1], [0.0, 0.0, 0.0], [0.0, 0.0, 0.0], [0.1, 0.0, 0.0], [-0.1, -0.1, 0.0], [0.0, 0.0, 0.0], [0.0, 0.0, 0.0], [0.0, 0.0, 0.1], [0.1, 0.1, -0.1], [0.0, -0.1, 0.1], [0.0, 0.0, 0.1], [0.0, 0.0, 0.1], [0.0, 0.0, -0.1], [0.0, 0.0, -0.1], [0.0, 0.0, 0.0], [0.0, 0.0, -0.2], [0.0, 0.0, 0.0], [0.0, 0.0, 0.0], [0.0, 0.0, 0.0], [0.0, 0.0, 0.0], [0.0, 0.0, 0.0], [0.0, 0.0, 0.0], [0.0, 0.0, 0.0], [0.0, 0.0, 0.0], [0.0, 0.0, 0.0], [0.0, 0.0, 0.0], [0.0, 0.0, 0.0], [0.0, 0.0, 0.0], [0.0, 0.0, 0.0], [0.0, 0.0, 0.0], [0.0, 0.0, 0.0], [0.0, 0.0, 0.0], [0.0, 0.0, 0.0], [0.0, 0.0, 0.0]],
  "total_charge": 2,
  "spin_multiplicity": 1,
  "de_lowest_ev": 0.000,
  "largest_force_ev_per_a": 0.2,
  "homo_energy_ev": -14.086,
  "lumo_ev": -6.64,
  "total_energy_ev": -62653.0654
}

---

{
  "formula": "C30H60Cl4O7",
  "method": "wB97M-V/def2-TZVPD",
  "elements": ["Cl", "Cl", "Cl", "Cl", "O", "O", "O", "O", "O", "O", "O", "C", "C", "C", "C", "C", "C", "C", "C", "C", "C", "C", "C", "C", "C", "C", "C", "C", "C", "C", "C", "C", "C", "C", "C", "C", "C", "C", "C", "C", "C", "H", "H", "H", "H", "H", "H", "H", "H", "H", "H", "H", "H", "H", "H", "H", "H", "H", "H", "H", "H", "H", "H", "H", "H", "H", "H", "H", "H", "H", "H", "H", "H", "H", "H", "H", "H", "H", "H", "H", "H", "H", "H", "H", "H", "H", "H", "H", "H", "H", "H", "H", "H", "H", "H", "H", "H", "H", "H", "H", "H"],
  "coordinates": [[5.79803, 0.38735, 3.39091], [1.71985, -3.03345, 3.83247], [5.50020, -2.18835, 1.99518], [2.52393, -0.83704, 5.52056], [-2.14579, 5.94006, -1.42482], [3.40499, 3.27486, -2.47652], [1.05094, 0.78048, 2.32555], [-4.86024, -1.94413, 1.99436], [-3.18601, -4.96820, 0.76414], [4.12856, -4.65876, -1.83565], [-1.61866, 1.60185, -4.01308], [-0.32217, 1.17487, -4.35621], [-6.09332, -0.25322, 1.07526], [4.28651, 2.89303, -0.32013], [-1.36478, -3.94088, 1.82424], [0.08735, -0.22194, 0.52195], [2.05168, -0.06304, 1.82271], [1.29716, -0.99792, 0.91176], [-2.52502, -4.15961, -0.19232], [-3.91269, 4.52784, -0.77072], [-2.70275, -4.62085, 2.03457], [4.36943, 4.34002, -0.71432], [-1.64071, 2.89147, -3.38217], [2.85147, -5.02626, 0.14968], [3.90946, -4.11771, -0.53818], [-0.21272, 2.99980, -2.86372], [-3.56113, 5.76517, -1.59972], [1.16321, -1.79499, 4.93678], [-2.69453, 4.30838, 0.14832], [-1.75676, 5.46955, -0.16220], [0.59409, 2.31934, -3.95257], [-3.88960, -0.98163, 1.65360], [3.24084, 2.41420, -1.37216], [-0.23557, 0.64674, 1.72517], [2.92099, -5.25824, -2.32794], [-6.17832, -1.39183, 2.10699], [5.92522, -0.45451, 1.83089], [-1.12781, -4.04366, 0.33125], [2.09657, -5.60784, -1.05467], [-4.68698, 0.29525, 1.26456], [4.39613, 4.23065, -2.22668], [-4.59853, 1.05068, 2.04533], [-0.28411, 0.98478, -5.42884], [-4.80054, 4.68667, -0.15868], [-6.90791, 0.46085, 1.19628], [-3.42028, -3.95331, 2.51170], [-0.69667, -0.93303, 0.26164], [0.46327, -1.11365, 4.45308], [3.49393, 1.37097, -1.56116], [2.19588, -4.46867, 0.81856], [-1.87586, 6.22959, 0.60998], [-3.31987, -1.33229, 0.79305], [-2.41520, 2.91415, -2.61553], [2.55621, -0.56963, 2.64546], [-0.19839, 0.28976, -3.73222], [-1.40176, -2.87457, 2.04720], [-1.82352, 3.64959, -4.14370], [-0.63193, 1.59173, 1.35371], [5.16410, 4.89056, -0.21083], [-6.88614, -2.17219, 1.82749], [0.76576, 2.93486, -4.83561], [3.92188, 2.74265, 0.69601], [-6.19927, -0.56015, 0.03475], [3.44209, 4.82403, -0.40795], [-3.22409, -0.85706, 2.50782], [-3.79839, 5.65046, -2.65738], [-4.11139, 3.63637, -1.36561], [2.75257, 0.51108, 1.21671], [3.24789, -5.86352, 0.72409], [-0.69739, 5.21592, -0.12322], [1.86588, -1.27876, 0.02531], [-4.14724, 6.60295, -1.22196], [-0.58700, -3.18003, -0.05574], [-0.64389, -4.99253, 0.09977], [6.91729, -0.34107, 1.39381], [1.01203, -1.86602, 1.50607], [-2.57193, -5.51717, 2.64088], [-3.02578, -3.20307, -0.34188], [5.29072, 2.48435, -0.43252], [3.10719, -6.18501, -2.87065], [-2.59192, -4.67940, -1.14806], [4.19255, 5.14451, -2.78481], [0.35813, 0.41578, -0.31954], [-4.26680, 0.81175, 0.40156], [-2.17468, 3.40701, -0.17632], [0.02503, 4.05717, -2.74736], [-2.97673, 4.26295, 1.20018], [-0.57420, -4.49395, 2.33139], [-0.11035, 2.48282, -1.90959], [2.43674, -4.63904, -3.08305], [5.14306, -0.01359, 1.21290], [-6.30753, -1.04113, 3.13091], [2.00345, -6.69373, -1.03773], [2.26761, 2.42829, -0.88152], [1.54286, 1.90105, -3.61646], [0.66018, -2.27637, 5.77542], [3.46406, -3.14319, -0.73822], [-0.98681, 0.14992, 2.33910], [1.13442, -5.10121, -1.13009], [5.35128, 3.84414, -2.58220], [4.87861, -3.98053, -0.05857]],
  "forces_ev_per_a": [[0.3, -0.1, -0.2], [0.0, -0.5, -0.4], [0.3, 0.4, 0.0], [-0.1, 0.0, 0.1], [-0.1, 0.3, -0.9], [-1.4, -0.9, -0.7], [-1.0, 1.5, 1.7], [0.3, -1.6, 0.2], [-0.9, 0.8, 0.2], [0.1, -0.9, -0.4], [-2.1, 0.2, 0.0], [-0.3, 0.4, 0.4], [-0.7, 0.5, 0.1], [-0.5, 0.1, -0.1], [0.4, 0.4, -0.1], [-0.5, 0.0, -0.7], [-0.2, -0.2, -0.8], [0.6, -0.9, 0.2], [0.5, -0.9, -1.4], [-0.2, -0.3, 0.5], [1.5, -0.3, 0.3], [0.0, 1.0, 0.6], [1.1, -0.9, -0.5], [0.6, -0.2, -0.4], [-0.7, -0.2, -0.6], [-0.2, 1.1, 0.0], [0.2, -0.5, 0.4], [-0.3, 0.5, 0.6], [0.3, -0.4, -0.5], [-0.6, 0.3, 0.9], [0.3, -0.8, -0.1], [-0.8, 1.0, -0.1], [1.8, -0.5, 1.5], [1.0, -0.8, -1.3], [0.4, -0.3, 0.8], [0.8, 0.5, -1.3], [-0.8, 0.0, 0.1], [0.2, -0.2, -0.1], [-0.3, 0.6, -0.8], [0.7, 0.2, 0.5], [0.6, 0.4, 0.5], [-0.3, -0.2, 0.3], [0.1, -0.4, 0.1], [-0.1, 0.1, -0.1], [0.2, 0.3, 0.3], [-0.9, 0.1, 0.1], [-0.4, 0.4, -0.3], [0.2, -0.1, -0.2], [-0.3, -0.2, -0.8], [0.0, 0.2, 0.0], [-0.2, 0.5, 0.0], [0.2, -0.3, -0.2], [0.0, -0.1, -0.1], [0.1, 0.1, -0.1], [0.7, -0.4, -0.4], [0.2, -0.2, 0.7], [-0.2, 0.2, 0.1], [0.1, 0.3, 0.5], [0.2, -0.1, -0.4], [0.0, 0.1, 0.3], [0.1, 0.3, 0.3], [0.1, 0.0, 0.0], [0.0, -0.7, 0.1], [-0.2, 0.2, -0.1], [0.2, 0.2, 0.0], [0.3, 0.0, 0.0], [0.1, 0.1, -0.2], [0.3, 0.3, 0.2], [0.5, 0.3, 0.1], [0.0, -0.2, -0.5], [0.1, -0.3, 0.2], [0.3, 0.4, 0.1], [0.1, -0.3, -0.2], [0.4, 0.3, -0.2], [-0.2, -0.1, 0.3], [0.1, -0.3, -0.2], [-0.7, -0.3, 0.0], [-0.6, 0.4, 0.5], [-0.2, -0.5, -0.1], [0.7, 0.0, 0.1], [-0.3, -0.1, 0.0], [-0.3, 0.0, 0.1], [-0.4, 0.0, -0.2], [-0.1, -0.3, -0.3], [-0.1, -0.3, 0.4], [0.3, -0.1, 0.3], [0.2, -0.2, -0.1], [-0.1, 0.6, 0.4], [0.1, 0.0, 0.1], [-0.3, 0.6, 0.4], [0.3, -0.1, -0.1], [-0.3, 0.1, 0.0], [-0.4, 0.2, 0.4], [-0.4, 0.4, -0.5], [0.1, 0.4, 0.0], [0.3, 0.0, -0.1], [-0.1, 0.4, 0.6], [0.1, 0.1, 0.6], [-0.2, -0.4, -0.1], [0.3, 0.0, 0.0], [-0.2, -0.2, 0.1]],
  "total_charge": 1,
  "spin_multiplicity": 2,
  "largest_force_ev_per_a": 2.5,
  "homo_energy_ev": [-11.037, -11.037],
  "lumo_ev": [-2.47, -8.84],
  "total_energy_ev": -96491.9067
}